# 1
Entry from OMol25: a molecular structure, C45H57N4O4P2PdSSb2 (the ωB97M-V functional and the def2-TZVPD basis).

Geometry as XYZ:
```
116
C45H57N4O4P2PdSSb2, DFT the ωB97M-V functional and the def2-TZVPD basis
Pd 0.343 -0.266 -1.182
C 1.918 -1.816 1.969
C 3.183 -2.016 1.121
C 2.956 -1.927 -0.393
Sb 2.952 0.215 -0.865
C 3.140 0.813 -2.959
C 4.334 1.102 -3.616
C 4.334 1.828 -4.801
C 3.144 2.290 -5.342
C 1.946 2.023 -4.694
C 1.954 1.305 -3.508
C 5.135 0.266 -0.668
C 5.732 1.416 -0.158
C 7.113 1.568 -0.153
C 7.923 0.557 -0.649
C 7.344 -0.600 -1.155
C 5.962 -0.736 -1.169
Sb 0.507 -0.182 1.535
C -0.267 -0.247 3.578
C -0.663 0.938 4.199
C -1.370 0.922 5.392
C -1.696 -0.286 5.995
C -1.288 -1.474 5.404
C -0.593 -1.450 4.202
C 1.755 1.519 2.091
C 2.716 1.469 3.092
C 3.529 2.570 3.346
C 3.393 3.728 2.597
C 2.422 3.795 1.606
C 1.611 2.696 1.358
H 2.188 -1.701 3.021
H 1.288 -2.706 1.871
H 3.575 -3.014 1.353
H 3.955 -1.298 1.428
H 1.988 -2.337 -0.659
H 3.733 -2.452 -0.951
H 5.277 0.781 -3.191
H 5.272 2.056 -5.296
H 3.153 2.882 -6.251
H 1.011 2.401 -5.093
H 1.032 1.150 -2.958
H 5.099 2.207 0.236
H 7.558 2.480 0.227
H 9.000 0.671 -0.653
H 7.969 -1.390 -1.556
H 5.522 -1.630 -1.598
H -0.401 1.886 3.739
H -1.678 1.854 5.853
H -2.264 -0.305 6.917
H -1.520 -2.423 5.874
H -0.292 -2.384 3.738
H 2.847 0.569 3.684
H 4.279 2.523 4.127
H 4.039 4.577 2.791
H 2.303 4.694 1.012
H 0.874 2.737 0.565
C -5.749 0.155 -2.270
N -5.412 0.991 -1.130
C -6.262 2.153 -0.952
P -3.834 1.023 -0.614
O -3.111 -0.211 -0.890
O -3.217 2.351 -1.354
P -1.683 2.468 -1.937
O -0.646 2.044 -0.986
N -1.613 1.786 -3.445
C -1.417 0.338 -3.599
C -2.413 2.362 -4.513
N -1.642 4.109 -2.251
C -0.316 4.700 -2.077
C -2.736 5.010 -1.944
N -3.967 1.543 0.976
C -2.933 2.442 1.491
C -4.167 0.369 1.844
H -6.732 -0.297 -2.116
H -5.005 -0.635 -2.359
H -5.779 0.731 -3.204
H -7.283 1.827 -0.737
H -6.284 2.782 -1.852
H -5.894 2.742 -0.116
H -0.874 -0.087 -2.724
H -0.815 0.159 -4.494
H -2.369 -0.194 -3.693
H -2.480 3.441 -4.393
H -3.428 1.945 -4.545
H -1.920 2.145 -5.464
H 0.447 3.983 -2.377
H -0.131 4.992 -1.037
H -0.234 5.587 -2.710
H -3.682 4.476 -1.972
H -2.762 5.812 -2.689
H -2.633 5.470 -0.953
H -2.830 3.304 0.833
H -1.959 1.950 1.578
H -3.243 2.784 2.480
H -4.981 -0.233 1.440
H -4.436 0.708 2.846
H -3.272 -0.259 1.907
C -1.490 -7.221 3.866
C -2.015 -8.502 3.269
O -2.388 -9.435 3.937
S -2.099 -8.661 1.496
C -1.624 -7.073 0.846
C -2.577 -6.065 0.735
C -2.228 -4.833 0.214
C -0.919 -4.584 -0.235
C 0.030 -5.616 -0.103
C -0.318 -6.847 0.419
C -0.549 -3.344 -0.811
C -0.178 -2.349 -1.432
H -0.923 -7.471 4.762
H -2.337 -6.599 4.161
H -0.875 -6.657 3.174
H -3.587 -6.262 1.073
H -2.962 -4.041 0.138
H 1.044 -5.421 -0.427
H 0.416 -7.638 0.510
```

Values from the calculation:
Largest force on an atom in eV Å⁻¹: 1.2
LUMO energy in eV: 2.1
Multiplicity: 1
Orbital gap in eV: 5.55
Charge: -1

Atom charges from the Löwdin analysis, given in e for atoms 1 to 2: Pd 0.00; C -0.37

# 2
Entry from OMol25: a gas-phase ion, C8H11N5 (charge +2) (the ωB97M-V functional and the def2-TZVPD basis).

Geometry as XYZ:
```
24
C8H11N5, DFT the ωB97M-V functional and the def2-TZVPD basis
C -1.510 1.921 0.117
C -1.307 0.536 -0.193
C -0.074 -0.115 -0.072
C 0.024 -1.571 -0.119
N 1.056 -2.345 0.123
C 2.385 -2.247 0.294
N 3.005 -1.104 0.065
C 3.822 -0.247 -0.186
N 4.592 0.736 -0.139
N -1.139 -2.220 -0.068
N -2.158 -1.629 -0.348
C -3.330 -1.052 0.287
C -2.456 -0.296 -0.703
H -0.702 2.086 0.902
H -2.419 2.187 0.578
H -1.444 2.592 -0.877
H 0.727 0.531 0.127
H 0.696 -3.325 0.513
H 2.957 -2.941 0.763
H 4.907 1.079 0.694
H 5.207 1.056 -0.924
H -3.344 -0.969 1.306
H -4.241 -1.459 -0.188
H -3.042 0.072 -1.634
```

Values from the calculation:
Largest force on an atom in eV Å⁻¹: 5.6
LUMO energy (alpha / beta) in eV: -9.0 / -9.1
Multiplicity: 1
Energy above the lowest of the compared OMol25 structures with the same formula, charge and spin in kcal per mole: 138.9
Orbital gap (alpha / beta) in eV: 6.62 / 6.63
Charge: +2

Atom charges from the natural (NBO) analysis, given in e for atoms 1 to 2: C -0.69; C 0.19

# 3
Entry from OMol25: a molecular structure, C3H5I (the ωB97M-V functional and the def2-TZVPD basis).

Geometry as XYZ:
```
9
C3H5I, DFT the ωB97M-V functional and the def2-TZVPD basis
C 0.700 0.289 1.211
C 0.108 0.166 0.095
C -0.638 -0.747 -0.703
I 0.049 2.745 -1.154
H 1.253 1.182 1.374
H 0.933 -0.734 1.618
H -0.200 -0.651 -1.658
H -0.550 -1.699 -0.131
H -1.655 -0.551 -0.651
```

Values from the calculation:
Largest force on an atom in eV Å⁻¹: 3.2
LUMO energy in eV: -1.3
Multiplicity: 1
Energy above the lowest of the compared OMol25 structures with the same formula, charge and spin in kcal per mole: 48.5
Orbital gap in eV: 7.54

Atom charges from the natural (NBO) analysis, given in e for atoms 1 to 2: C -0.54; C 0.32

# 4
Entry from OMol25: CH4NOPS3 in the gas phase (the ωB97M-V functional and the def2-TZVPD basis).

Geometry as XYZ:
```
11
CH4NOPS3, DFT the ωB97M-V functional and the def2-TZVPD basis
C 1.624 -0.119 -0.105
N -0.377 -0.845 1.205
O -1.494 1.349 0.750
P -1.052 -0.014 0.076
S 2.297 -1.262 -0.978
S -1.677 -0.688 -1.695
S 1.025 1.335 -0.741
H 1.693 -0.110 0.927
H -0.341 -1.825 1.182
H -2.296 1.418 1.271
H 0.598 0.761 -1.892
```

Values from the calculation:
Largest force on an atom in eV Å⁻¹: 2.4
LUMO energy in eV: -0.6
Multiplicity: 1
Energy above the lowest of the compared OMol25 structures with the same formula, charge and spin in kcal per mole: 64.6
Orbital gap in eV: 8.43

Atom charges from the natural (NBO) analysis, given in e for atoms 1 to 2: C -0.53; N -1.24

Q: What is the largest force on an atom in the second record?
A: 5.6 eV Å⁻¹

Q: What is the largest force on an atom in the fourth record?
A: 2.4 eV Å⁻¹